Model P:
Entry from the Open Molecules 2025 dataset: a structure of composition C5H5NO (ωB97M-V/def2-TZVPD).

Last column: natural (NBO) charge in e.
Cartesian coordinates (Å):
C  0.48  -1.65  0.74  -0.08
C  0.58  0.31  0.36  0.24
C  0.07  1.60  -0.11  -0.16
C  -1.12  -0.16  -0.96  -0.04
C  -0.31  -0.74  -0.13  -0.22
H  0.91  -2.68  0.24  0.23
H  -0.28  -1.64  1.66  0.22
H  0.39  2.67  -0.32  0.23
H  -1.14  1.74  -2.02  0.42
H  -1.85  -0.82  -1.59  0.21
N  -0.98  1.28  -1.01  -0.56
O  1.34  -0.55  1.21  -0.49

**Multiplicity**: 1
**Charge**: 0
**Gap between HOMO and LUMO**: 0.3286 Ha


Model Q:
Entry from the Open Molecules 2025 dataset: the molecule C5H5NO (ωB97M-V/def2-TZVPD).

Last column: natural (NBO) charge in e.
Cartesian coordinates (Å):
O  0.33  2.39  0.20  -0.49
C  0.07  1.28  -0.16  0.61
C  0.89  0.14  -0.77  -0.50
C  -0.11  -0.82  -0.05  -0.32
C  -1.13  0.35  0.05  -0.50
C  0.39  -1.20  1.27  0.27
N  0.80  -1.45  2.33  -0.30
H  0.73  0.09  -1.86  0.24
H  1.95  0.08  -0.54  0.25
H  -0.42  -1.70  -0.60  0.25
H  -1.72  0.47  0.96  0.25
H  -1.78  0.36  -0.83  0.24

**Multiplicity**: 1
**Charge**: 0
**Gap between HOMO and LUMO**: 0.3917 Ha


Most stable to least stable, the ends of the list are model Q and model P.


Model P:
Entry from the Open Molecules 2025 dataset: a cluster of 2 separate species, C4H8NO3 in total (ωB97M-V/def2-TZVPD).

Last column: natural (NBO) charge in e.
Cartesian coordinates (Å):
C  -0.15  3.41  -0.55  -0.75
C  -0.79  2.25  0.25  0.78
O  -0.19  1.11  0.13  -0.89
O  -1.79  2.46  0.87  -0.73
H  0.78  3.69  0.00  0.20
H  -0.88  4.24  -0.65  0.20
H  0.34  3.03  -1.46  0.20
C  1.50  -3.09  0.68  -0.72
C  0.52  -2.35  -0.25  0.67
O  -0.44  -2.93  -0.75  -0.66
N  0.82  -1.01  -0.40  -0.83
H  0.20  -0.38  -0.97  0.45
H  1.42  -0.43  0.19  0.41
H  1.55  -4.17  0.38  0.22
H  1.24  -2.95  1.77  0.22
H  2.49  -2.58  0.75  0.21

**Multiplicity**: 1
**Charge**: -1
**Gap between HOMO and LUMO**: 0.2980 Ha


Model Q:
Entry from the Open Molecules 2025 dataset: a cluster of 2 separate species, C4H8NO3 in total (ωB97M-V/def2-TZVPD).

Last column: natural (NBO) charge in e.
Cartesian coordinates (Å):
C  -0.98  -2.12  -1.04  -0.72
C  -2.01  -1.47  -0.13  0.67
O  -3.10  -1.97  0.07  -0.66
N  -1.60  -0.31  0.40  -0.81
H  -2.23  0.20  1.00  0.40
H  -0.72  0.12  0.15  0.43
H  -0.20  -2.66  -0.50  0.23
H  -0.47  -1.40  -1.68  0.24
H  -1.47  -2.86  -1.68  0.22
C  2.71  0.70  0.89  -0.74
C  1.72  1.61  0.11  0.75
O  1.77  1.56  -1.14  -0.78
O  0.92  2.25  0.84  -0.80
H  2.83  -0.29  0.43  0.19
H  2.36  0.56  1.91  0.20
H  3.73  1.10  0.90  0.20

**Multiplicity**: 1
**Charge**: -1
**Gap between HOMO and LUMO**: 0.2938 Ha


Most stable to least stable, the ends of the list are model Q and model P.


Model P:
Entry from the Open Molecules 2025 dataset: the ion C4H8NO3 with charge -1 (ωB97M-V/def2-TZVPD).

Last column: natural (NBO) charge in e.
Cartesian coordinates (Å):
O  2.43  1.38  0.62  -0.69
C  1.52  0.86  1.27  0.52
N  0.51  0.08  0.88  -0.64
C  0.24  0.08  -0.59  -0.15
C  -1.19  0.73  -0.55  -0.05
O  -1.98  0.18  0.44  -0.95
C  0.06  -1.35  -1.08  -0.06
O  -1.22  -1.86  -0.80  -0.80
H  1.67  1.08  2.35  0.09
H  -0.44  -0.04  1.30  0.45
H  0.80  0.80  -1.19  0.23
H  -1.25  1.84  -0.43  0.13
H  -1.63  0.66  -1.57  0.12
H  -1.70  -1.34  -0.11  0.51
H  0.79  -2.09  -0.78  0.16
H  0.02  -1.32  -2.19  0.15

**Multiplicity**: 1
**Charge**: -1
**Gap between HOMO and LUMO**: 0.2849 Ha


Model Q:
Entry from the Open Molecules 2025 dataset: a cluster of 2 separate species, C4H8NO3 in total (ωB97M-V/def2-TZVPD).

Last column: natural (NBO) charge in e.
Cartesian coordinates (Å):
N  2.08  2.33  -1.40  -0.91
C  1.18  1.54  -0.63  0.86
O  1.70  0.78  0.23  -0.82
O  -0.04  1.64  -0.91  -0.83
H  1.65  3.17  -1.75  0.36
H  3.00  2.43  -1.01  0.36
O  -2.69  -1.70  -0.79  -0.59
C  -1.73  -0.98  -0.60  0.46
C  -1.21  -0.68  0.78  -0.54
C  -0.25  -1.77  1.25  -0.60
H  -1.18  -0.46  -1.41  0.15
H  -2.02  -0.44  1.46  0.19
H  -0.62  0.23  0.70  0.29
H  -0.70  -2.75  1.42  0.18
H  0.28  -1.50  2.17  0.21
H  0.54  -1.83  0.49  0.22

**Multiplicity**: 1
**Charge**: -1
**Gap between HOMO and LUMO**: 0.3099 Ha


Most stable to least stable, the ends of the list are model Q and model P.